{
  "formula": "C30H42N7O7S2",
  "method": "wB97M-V/def2-TZVPD",
  "de_lowest_kcal_mol": 0.00,
  "total_charge": 1,
  "e_tot_ev": -78211.6223,
  "gap_ev": 8.53,
  "elements": ["C", "C", "C", "C", "O", "C", "C", "C", "C", "C", "C", "C", "O", "C", "C", "N", "C", "C", "S", "C", "N", "N", "C", "O", "C", "N", "N", "S", "H", "H", "H", "H", "H", "H", "H", "H", "H", "H", "H", "H", "H", "H", "H", "H", "H", "H", "H", "H", "H", "H", "H", "H", "H", "H", "H", "H", "H", "H", "H", "H", "C", "C", "C", "C", "C", "C", "N", "O", "O", "H", "H", "H", "H", "H", "C", "C", "C", "C", "C", "C", "N", "O", "O", "H", "H", "H", "H", "H"],
  "positions_angstrom": [[0.992, -3.611, 0.581], [2.378, -2.941, 0.738], [2.884, -2.256, -0.549], [3.240, -0.798, -0.359], [2.237, -0.075, 0.417], [1.571, 0.835, -0.278], [0.402, 0.727, -0.983], [-0.418, -0.516, -1.054], [-1.832, -0.333, -0.469], [-2.873, -1.329, -0.995], [-3.925, -1.730, 0.059], [-5.256, -0.962, -0.047], [-5.550, -0.134, 1.054], [-4.663, 0.943, 1.250], [-4.605, 1.948, 0.107], [0.155, 1.988, -1.538], [-0.954, 2.317, -2.424], [-0.740, 1.694, -3.828], [-2.077, 0.615, -4.400], [-1.173, -0.821, -4.746], [-0.089, -0.940, -5.446], [0.253, -2.257, -5.408], [-0.662, -2.856, -4.713], [-1.594, -2.002, -4.247], [1.112, 2.839, -1.131], [1.244, 4.178, -1.425], [1.990, 2.168, -0.366], [3.365, 2.847, 0.390], [0.659, -3.515, -0.452], [0.264, -3.094, 1.199], [1.001, -4.669, 0.809], [2.334, -2.230, 1.554], [3.094, -3.703, 1.018], [3.796, -2.756, -0.864], [2.182, -2.384, -1.369], [4.200, -0.716, 0.141], [3.346, -0.314, -1.327], [-0.420, -0.974, -2.040], [0.092, -1.211, -0.399], [-2.207, 0.675, -0.611], [-1.741, -0.461, 0.606], [-3.393, -0.871, -1.834], [-2.380, -2.214, -1.385], [-4.131, -2.787, -0.059], [-3.519, -1.563, 1.052], [-5.322, -0.417, -0.990], [-6.062, -1.688, -0.078], [-5.041, 1.470, 2.120], [-3.664, 0.599, 1.526], [-4.400, 1.492, -0.857], [-5.517, 2.532, 0.081], [-3.779, 2.629, 0.317], [-1.902, 2.040, -1.985], [-0.934, 3.388, -2.569], [-0.565, 2.486, -4.546], [0.163, 1.093, -3.815], [-0.708, -3.905, -4.500], [0.814, 4.384, -2.315], [0.838, 4.761, -0.690], [4.106, 3.086, -0.707], [0.799, 10.542, 1.444], [1.893, 9.705, 1.267], [1.713, 8.334, 1.196], [0.430, 7.827, 1.301], [-0.673, 8.643, 1.483], [-0.481, 10.012, 1.555], [0.229, 6.380, 1.209], [1.218, 5.669, 1.063], [-0.900, 5.947, 1.267], [0.943, 11.612, 1.496], [2.887, 10.120, 1.184], [2.559, 7.677, 1.061], [-1.664, 8.224, 1.568], [-1.329, 10.666, 1.696], [2.009, -9.819, 3.111], [3.361, -9.503, 3.118], [3.765, -8.178, 3.137], [2.799, -7.189, 3.152], [1.448, -7.482, 3.140], [1.055, -8.810, 3.118], [3.223, -5.782, 3.191], [4.413, -5.548, 3.180], [2.357, -4.930, 3.228], [1.698, -10.855, 3.101], [4.102, -10.289, 3.111], [4.814, -7.925, 3.144], [0.713, -6.692, 3.151], [0.003, -9.058, 3.112]],
  "forces_ev_per_angstrom": [[0.28, 0.60, -0.35], [-0.25, -0.41, -0.37], [-0.09, -0.06, 0.43], [0.30, -0.26, -0.36], [0.10, 0.10, -0.09], [-0.87, 0.08, -0.39], [1.17, -0.41, 0.42], [-0.44, 0.47, 0.12], [-0.06, -0.31, -0.07], [-0.06, 0.18, 0.35], [0.10, 0.45, -0.53], [-0.09, -0.51, 0.08], [0.00, 0.11, -0.03], [-0.16, 0.28, 0.06], [0.37, -0.05, 0.37], [0.16, -0.12, 0.68], [0.44, 0.08, -0.94], [0.29, -0.08, 0.38], [-0.44, 0.23, 0.14], [0.55, 0.05, -0.33], [-0.50, 0.84, 0.30], [-0.17, -1.05, 0.34], [0.81, 0.38, -0.54], [-0.23, -0.25, 0.10], [-0.27, 0.08, 0.00], [-0.47, -0.33, -0.31], [0.02, 0.05, -0.42], [0.16, 0.07, 0.43], [-0.13, -0.08, -0.10], [-0.23, -0.19, 0.17], [-0.01, -0.14, 0.27], [0.10, 0.09, 0.15], [0.17, -0.03, 0.20], [0.18, 0.03, -0.21], [-0.22, 0.09, -0.06], [-0.08, 0.21, 0.42], [-0.01, 0.17, -0.11], [-0.13, 0.13, -0.28], [0.23, -0.27, -0.05], [0.01, 0.19, -0.01], [0.05, 0.06, 0.19], [0.01, -0.06, -0.32], [0.17, -0.17, 0.01], [-0.06, -0.20, 0.14], [0.00, -0.23, 0.23], [0.12, 0.19, -0.11], [-0.22, 0.00, 0.11], [-0.06, -0.03, 0.20], [0.16, -0.19, -0.15], [-0.14, -0.06, -0.18], [-0.19, 0.01, -0.28], [0.04, 0.18, 0.01], [-0.09, -0.11, 0.18], [-0.23, 0.25, 0.32], [-0.15, 0.05, -0.23], [0.11, -0.11, -0.07], [-0.25, -0.15, 0.14], [0.08, 0.24, -0.04], [0.45, 0.03, 0.09], [-0.21, -0.17, -0.15], [0.00, -0.03, 0.00], [-0.09, 0.06, 0.01], [0.20, -0.02, -0.03], [0.05, 0.13, 0.06], [-0.20, 0.03, 0.02], [0.10, 0.04, -0.02], [0.05, 0.03, 0.14], [-0.08, 0.07, -0.09], [-0.10, -0.05, -0.10], [0.00, 0.01, 0.01], [0.02, -0.01, 0.00], [-0.06, -0.08, 0.00], [0.03, -0.09, -0.01], [-0.02, 0.00, 0.00], [0.00, 0.01, 0.00], [-0.11, -0.01, -0.01], [0.19, -0.09, 0.00], [-0.04, -0.13, 0.02], [-0.20, 0.03, 0.00], [0.08, -0.06, -0.01], [0.01, 0.01, 0.00], [0.08, 0.02, -0.03], [-0.09, 0.02, 0.02], [0.00, -0.01, -0.01], [0.02, 0.00, 0.00], [-0.02, 0.11, 0.01], [0.08, 0.08, 0.02], [-0.02, 0.01, 0.00]],
  "mulliken_charge": [-1.11, -0.02, -0.97, -0.59, -0.55, 0.61, -0.60, 0.85, -0.29, -0.27, -1.05, -0.63, -0.46, -0.20, -0.90, 0.01, -0.31, -0.75, -0.20, 0.58, -0.27, -0.50, -0.01, -0.19, 0.49, -0.52, 0.13, -0.09, 0.34, 0.19, 0.29, 0.33, 0.26, 0.49, 0.25, 0.48, 0.38, -0.30, -0.49, -0.32, 0.69, 0.25, 0.41, 0.41, 0.43, 0.36, 0.38, 0.38, 0.15, 0.14, 0.40, 0.27, -0.17, 0.52, 0.57, 0.49, 0.45, 0.35, 0.20, 0.19, -0.43, -0.50, -0.28, 0.22, -0.41, -0.45, 1.08, -0.66, -0.61, 0.39, 0.38, 0.45, 0.45, 0.38, -0.43, -0.44, -0.37, 0.18, -0.25, -0.54, 1.04, -0.62, -0.59, 0.38, 0.38, 0.45, 0.43, 0.38]
}